Here is a cluster of 11 separate species, C35H48O33 in total from the OMol25 dataset. Energies are from ωB97M-V/def2-TZVPD.

```
! RIJCOSX wB97M-V def2-TZVPD def2/J DEFGRID3
* xyz 0 1
C 0.556 -3.283 -5.114
C 1.834 -2.851 -4.316
C 2.560 -3.830 -3.462
O 3.902 -3.728 -3.705
C 4.075 -3.042 -4.806
O 5.135 -2.862 -5.392
O 2.879 -2.532 -5.243
H 0.579 -4.174 -5.742
H 0.248 -2.468 -5.768
H -0.348 -3.452 -4.528
H 1.625 -1.979 -3.697
H 2.137 -4.806 -3.698
H 2.252 -3.780 -2.417
C -0.967 1.657 -0.263
C 0.323 0.763 -0.525
C 0.715 -0.071 0.731
O 0.981 -1.370 0.216
C 0.497 -1.454 -0.952
O 0.385 -2.463 -1.612
O 0.003 -0.283 -1.391
H -1.858 1.045 -0.123
H -1.177 2.104 -1.235
H -0.845 2.374 0.549
H 1.220 1.223 -0.941
H -0.147 -0.077 1.399
H 1.624 0.401 1.101
O -0.776 0.332 -6.690
C -0.278 1.145 -5.930
O -0.269 0.970 -4.677
C 0.353 1.992 -4.011
C 0.568 3.070 -5.128
O 0.345 2.343 -6.268
H -0.218 2.476 -3.219
H 1.325 1.724 -3.596
H 1.589 3.450 -5.168
H -0.206 3.821 -4.969
O 0.973 2.169 2.761
C 1.873 2.993 3.049
O 1.805 4.316 2.857
C 2.996 4.941 3.394
C 3.968 3.757 3.555
O 3.023 2.725 3.511
H 3.475 5.666 2.736
H 2.714 5.518 4.275
H 4.446 3.678 4.531
H 4.722 3.675 2.773
O -2.208 -7.809 0.144
C -1.892 -6.997 -0.712
O -0.639 -6.846 -1.259
C -0.610 -5.799 -2.247
C -2.070 -5.400 -2.285
O -2.693 -6.130 -1.296
H 0.131 -5.031 -2.024
H -0.394 -6.200 -3.237
H -2.555 -5.741 -3.199
H -2.015 -4.317 -2.173
O -4.520 0.666 2.713
C -3.534 1.366 2.935
O -3.186 2.449 2.134
C -2.205 3.289 2.853
C -2.031 2.540 4.207
O -2.897 1.423 4.140
H -1.232 3.173 2.374
H -2.440 4.343 2.999
H -2.253 3.188 5.055
H -1.051 2.097 4.029
O 0.158 -4.931 4.702
C 0.346 -4.891 3.476
O -0.143 -5.752 2.484
C 0.459 -5.458 1.250
C 1.565 -4.524 1.717
O 1.042 -4.035 2.944
H 0.889 -6.284 0.684
H -0.215 -4.872 0.625
H 1.786 -3.751 0.982
H 2.512 -4.997 1.980
O -2.159 3.643 -3.469
C -3.014 3.649 -2.525
O -3.645 2.572 -2.095
C -4.287 2.926 -0.878
C -3.965 4.405 -0.663
O -3.217 4.742 -1.821
H -5.347 2.901 -1.130
H -3.965 2.377 0.007
H -3.343 4.465 0.230
H -4.978 4.808 -0.620
O 0.376 4.325 -1.172
C 0.725 5.443 -1.506
O -0.045 6.353 -2.185
C 0.610 7.585 -2.294
C 2.059 7.119 -1.908
O 1.879 5.935 -1.162
H 0.624 7.877 -3.345
H 0.193 8.309 -1.594
H 2.476 7.960 -1.354
H 2.540 6.875 -2.855
O -2.157 -2.707 -0.048
C -2.113 -2.737 1.135
O -2.555 -3.737 1.862
C -2.760 -3.299 3.208
C -1.765 -2.181 3.204
O -1.656 -1.781 1.851
H -3.764 -2.907 3.371
H -2.469 -3.970 4.016
H -0.771 -2.358 3.614
H -2.221 -1.321 3.694
O -0.171 -0.100 5.806
C 0.763 -0.716 5.275
O 1.129 -0.756 4.010
C 2.421 -1.274 3.900
C 2.566 -2.066 5.173
O 1.568 -1.508 6.016
H 2.447 -1.960 3.054
H 3.225 -0.549 3.771
H 3.548 -1.788 5.556
H 2.499 -3.144 5.025
*
```

Output
Frontier orbital gap ... 9.92 eV
Energy above the lowest of the compared OMol25 structures with the same formula, charge and spin ... 81.2 kcal per mole
Lowest unoccupied orbital energy ... -0.399 eV
HOMO level ... -10.3 eV
SMILES string ... C[C@H]1COC(=O)O1.C[C@H]1COC(=O)O1.O=C1OCCO1.O=C1OCCO1.O=C1OCCO1.O=C1OCCO1.O=C1OCCO1.O=C1OCCO1.O=C1OCCO1.O=C1OCCO1.O=C1OCCO1

=====

Here is an isolated molecule of CH3F2N2P from the OMol25 dataset. Energies are from ωB97M-V/def2-TZVPD.

```
! RIJCOSX wB97M-V def2-TZVPD def2/J DEFGRID3
* xyz 0 1
H 1.786 -2.003 0.315
N 0.936 -1.579 0.346
C 0.858 -0.514 -0.313
P -0.705 0.440 -0.043
N -0.764 2.090 -0.172
F -1.477 -0.326 -1.223
F -1.463 -0.386 1.077
H 1.725 -0.092 -0.798
H -0.897 2.373 0.812
*
```

Output
Frontier orbital gap ... 9.87 eV
Energy above the lowest of the compared OMol25 structures with the same formula, charge and spin ... 13.7 kcal per mole
Lowest unoccupied orbital energy ... -0.124 eV
HOMO level ... -10.0 eV
SMILES string ... [H]/N=C/P(=N)(F)F

=====

Here is an isolated molecule of C3H5NOS from the OMol25 dataset. Energies are from ωB97M-V/def2-TZVPD.

```
! RIJCOSX wB97M-V def2-TZVPD def2/J DEFGRID3
* xyz 0 1
O -1.607 2.386 0.541
C -1.005 1.349 0.301
C -1.221 0.055 -0.516
C 0.089 -0.472 0.078
S 1.702 -0.233 -1.055
N -0.014 0.697 0.973
H -1.933 -0.688 -0.195
H -1.358 0.347 -1.615
H 0.105 -1.415 0.649
H 1.602 -1.553 -1.369
H 0.758 1.276 1.163
*
```

Output
Frontier orbital gap ... 10.27 eV
Energy above the lowest of the compared OMol25 structures with the same formula, charge and spin ... 42.3 kcal per mole
Lowest unoccupied orbital energy ... 0.569 eV
HOMO level ... -9.7 eV
SMILES string ... O=C1C[C@@H](S)N1

=====

Here is a cluster of 2 separate species, C9H9Br in total from the OMol25 dataset. Energies are from ωB97M-V/def2-TZVPD.

```
! RIJCOSX wB97M-V def2-TZVPD def2/J DEFGRID3
* xyz 0 1
C -2.485 -0.077 1.085
C -3.595 -0.124 0.625
C 0.377 -0.942 0.167
C -0.269 -2.103 -0.077
C 1.832 -0.658 0.315
C 1.950 0.918 0.147
C -0.290 1.218 -1.003
C 0.590 1.474 0.203
C -0.294 0.307 0.201
Br -5.355 -0.053 0.097
H -1.254 -1.893 -0.154
H 0.258 -3.078 -0.239
H 2.080 -1.077 1.328
H 2.389 -1.233 -0.447
H 2.520 1.220 0.993
H 2.533 1.067 -0.810
H -1.162 1.937 -1.090
H -0.109 0.794 -2.046
H 0.285 2.302 0.704
*
```

Output
Frontier orbital gap ... 7.84 eV
Energy above the lowest of the compared OMol25 structures with the same formula, charge and spin ... 122.5 kcal per mole
Lowest unoccupied orbital energy ... -1.063 eV
HOMO level ... -8.9 eV

=====

Here is a cluster of 7 separate species, C32H72O21 in total from the OMol25 dataset. Energies are from ωB97M-V/def2-TZVPD.

```
! RIJCOSX wB97M-V def2-TZVPD def2/J DEFGRID3
* xyz -2 1
O -0.055 0.676 -0.470
C -0.182 0.031 0.701
O 0.852 -0.288 1.281
O -1.284 -0.431 1.068
H 0.904 0.645 -0.451
O 4.422 2.451 0.017
C 3.092 2.688 -0.219
O 2.539 1.849 -0.970
O 2.434 3.629 0.263
H 4.449 1.603 -0.433
C 6.017 -0.637 -0.496
O 4.576 -0.563 -0.589
C 3.967 -1.644 0.102
C 4.195 -3.066 -0.510
O 3.863 -3.224 -1.861
C 2.470 -3.162 -2.202
C 2.263 -4.242 -3.276
O 0.887 -4.230 -3.710
C 0.527 -5.150 -4.738
H 6.559 -1.494 -0.894
H 6.340 -0.386 0.515
H 6.428 0.205 -1.053
H 2.896 -1.445 0.071
H 4.263 -1.748 1.146
H 3.704 -3.830 0.092
H 5.230 -3.367 -0.354
H 2.156 -2.165 -2.508
H 1.818 -3.303 -1.340
H 2.438 -5.234 -2.859
H 2.992 -4.053 -4.064
H 0.336 -6.120 -4.280
H 1.354 -5.283 -5.435
H -0.451 -4.932 -5.167
C 0.267 2.602 3.518
O 1.154 1.891 4.270
C 1.549 2.764 5.350
C 2.497 1.977 6.240
O 1.920 0.686 6.578
C 1.025 0.757 7.666
C 0.560 -0.599 8.182
O 1.747 -1.256 8.514
C 1.404 -2.540 9.164
H 0.801 3.317 2.892
H -0.456 3.105 4.161
H -0.247 1.956 2.807
H 0.633 2.993 5.895
H 1.930 3.730 5.020
H 2.903 2.511 7.099
H 3.480 1.724 5.844
H 0.150 1.374 7.462
H 1.565 1.142 8.532
H 0.129 -1.112 7.322
H -0.158 -0.407 8.979
H 0.870 -3.216 8.497
H 0.773 -2.409 10.043
H 2.298 -3.075 9.484
C -2.811 2.495 -4.741
O -2.523 2.068 -3.358
C -3.682 1.552 -2.707
C -3.467 1.376 -1.208
O -3.084 2.659 -0.600
C -3.280 2.684 0.793
C -2.687 4.051 1.249
O -1.275 4.117 1.137
C -0.616 5.283 1.647
H -1.929 2.871 -5.260
H -3.567 3.278 -4.780
H -3.131 1.620 -5.306
H -3.965 0.577 -3.104
H -4.545 2.186 -2.908
H -2.743 0.586 -1.008
H -4.351 0.974 -0.711
H -2.577 2.015 1.290
H -4.314 2.593 1.125
H -2.790 4.190 2.325
H -3.249 4.880 0.818
H -0.797 6.176 1.049
H 0.466 5.177 1.568
H -0.980 5.612 2.620
C 1.915 6.825 -1.129
O 1.568 6.079 -2.283
C 2.516 6.069 -3.329
C 1.921 5.320 -4.521
O 1.673 3.936 -4.235
C 1.346 3.145 -5.357
C 1.362 1.637 -4.925
O 0.340 1.541 -3.922
C -0.213 0.225 -3.890
H 1.798 7.878 -1.386
H 2.919 6.598 -0.770
H 1.260 6.658 -0.273
H 3.475 5.641 -3.035
H 2.786 7.060 -3.695
H 2.483 5.493 -5.439
H 0.955 5.761 -4.765
H 2.042 3.286 -6.184
H 0.378 3.382 -5.798
H 2.348 1.325 -4.582
H 1.158 1.018 -5.798
H -0.672 0.016 -2.924
H 0.539 -0.509 -4.178
H -1.009 0.104 -4.625
C -6.841 -6.501 2.784
O -5.806 -6.640 1.790
C -5.860 -5.690 0.743
C -4.736 -5.859 -0.330
O -3.402 -5.705 0.180
C -2.360 -6.030 -0.757
C -2.073 -4.871 -1.691
O -1.600 -3.763 -0.956
C -1.339 -2.592 -1.811
H -6.655 -5.531 3.244
H -6.749 -7.293 3.527
H -7.816 -6.443 2.302
H -5.681 -4.724 1.216
H -6.823 -5.695 0.232
H -4.815 -5.112 -1.120
H -4.897 -6.860 -0.729
H -2.565 -6.892 -1.391
H -1.462 -6.299 -0.201
H -2.996 -4.533 -2.162
H -1.379 -5.254 -2.439
H -0.764 -2.919 -2.678
H -0.894 -1.747 -1.286
H -2.274 -2.247 -2.253
*
```

Output
Frontier orbital gap ... 4.79 eV
Energy above the lowest of the compared OMol25 structures with the same formula, charge and spin ... 60.6 kcal per mole
Lowest unoccupied orbital energy ... 3.766 eV
HOMO level ... -1.0 eV

=====

Here is a structure of composition C5H13N3O from the OMol25 dataset. Energies are from ωB97M-V/def2-TZVPD.

```
! RIJCOSX wB97M-V def2-TZVPD def2/J DEFGRID3
* xyz 0 1
C 1.360 0.633 -0.431
C 1.425 -0.403 -1.919
N 2.175 0.254 0.612
H 2.927 0.844 0.938
H 1.760 -0.355 1.309
H 0.958 1.627 -0.618
H 2.110 0.698 -1.432
H 0.578 -0.062 -2.502
H 1.221 -1.370 -1.471
H 2.306 -0.546 -2.564
C -1.263 -1.564 0.388
C -1.517 1.002 0.877
C -0.937 -0.367 1.233
N -2.333 1.059 -0.209
N -0.218 -0.491 2.271
O -1.297 1.972 1.580
H -2.678 1.964 -0.485
H -2.411 0.298 -0.860
H -0.130 0.418 2.737
H -0.989 -1.401 -0.655
H -0.716 -2.426 0.764
H -2.333 -1.784 0.434
*
```

Output
Frontier orbital gap ... 8.75 eV
Energy above the lowest of the compared OMol25 structures with the same formula, charge and spin ... 103.8 kcal per mole
Lowest unoccupied orbital energy ... 0.721 eV
HOMO level ... -8.0 eV

=====

Here is a cluster of 2 separate species, C10H15O2P in total from the OMol25 dataset. Energies are from ωB97M-V/def2-TZVPD.

```
! RIJCOSX wB97M-V def2-TZVPD def2/J DEFGRID3
* xyz 0 1
C 4.593 -0.764 0.290
C 3.730 -1.781 0.688
C 4.122 0.457 -0.147
C 2.361 -1.573 0.643
C 2.748 0.660 -0.221
C 1.923 -0.350 0.200
C -1.857 1.656 -1.419
C -2.277 2.237 1.094
C -2.534 -2.424 -0.604
C -2.432 1.212 0.007
O -1.970 -0.973 1.691
O -1.915 -1.172 -0.864
P -1.449 -0.316 0.445
H 5.613 -0.940 0.375
H 4.181 -2.709 0.908
H 4.840 1.273 -0.302
H 1.580 -2.398 0.880
H 2.390 1.759 -0.350
H -0.766 1.932 -1.381
H -1.858 0.876 -2.219
H -2.419 2.546 -1.779
H -2.698 1.982 2.087
H -2.774 3.247 0.679
H -1.255 2.603 1.166
H -2.101 -2.889 0.179
H -2.601 -2.936 -1.598
H -3.689 -2.310 -0.316
H -3.487 1.095 -0.132
*
```

Output
Frontier orbital gap (spin up / spin down) ... 7.82 / 8.27 eV
Energy above the lowest of the compared OMol25 structures with the same formula, charge and spin ... 139.5 kcal per mole
Lowest unoccupied orbital energy (spin up / spin down) ... -1.295 / -0.304 eV
HOMO level (spin up / spin down) ... -9.1 / -8.6 eV

=====

Here is an isolated molecule of C17H16N2O3S from the OMol25 dataset. Energies are from ωB97M-V/def2-TZVPD.

```
! RIJCOSX wB97M-V def2-TZVPD def2/J DEFGRID3
* xyz 0 1
C -5.063 -2.114 0.580
O -3.754 -1.651 0.352
C -3.591 -0.393 -0.178
C -4.622 0.476 -0.491
C -4.340 1.727 -1.021
C -3.033 2.114 -1.239
C -1.991 1.254 -0.930
C -2.257 0.002 -0.401
N -1.268 -0.928 -0.056
C 0.079 -0.825 -0.181
O 0.657 0.148 -0.618
C 0.819 -2.073 0.287
C 2.055 -1.727 1.130
N 3.025 -0.971 0.390
C 3.801 -1.506 -0.597
S 3.845 -3.079 -1.033
O 4.564 -0.545 -1.151
C 4.258 0.627 -0.522
C 4.776 1.886 -0.742
C 4.281 2.908 0.054
C 3.313 2.672 1.022
C 2.796 1.406 1.243
C 3.282 0.382 0.453
H -5.589 -1.489 1.308
H -4.953 -3.120 0.982
H -5.640 -2.157 -0.349
H -5.649 0.192 -0.328
H -5.154 2.393 -1.261
H -2.815 3.087 -1.651
H -0.968 1.546 -1.098
H -1.658 -1.791 0.298
H 0.169 -2.727 0.868
H 1.159 -2.618 -0.598
H 1.771 -1.144 2.008
H 2.530 -2.662 1.448
H 5.523 2.057 -1.498
H 4.655 3.911 -0.087
H 2.951 3.496 1.617
H 2.036 1.235 1.988
*
```

Output
Frontier orbital gap ... 8.43 eV
Energy above the lowest of the compared OMol25 structures with the same formula, charge and spin ... 2.3 kcal per mole
Lowest unoccupied orbital energy ... 0.519 eV
HOMO level ... -7.9 eV
SMILES string ... COc1ccccc1NC(=O)CCn1c(=S)oc2ccccc21

=====

Here is a cluster of 2 separate species, C10H26N4O5P in total from the OMol25 dataset. Energies are from ωB97M-V/def2-TZVPD.

```
! RIJCOSX wB97M-V def2-TZVPD def2/J DEFGRID3
* xyz 1 1
C -2.481 -1.530 0.941
C -1.936 -2.952 0.492
N -1.161 -3.030 -0.549
C -2.333 -4.295 1.235
N -1.189 -5.181 1.577
C -0.354 -4.624 2.598
N 0.524 -3.612 2.350
N -0.520 -5.179 3.905
O -0.261 -4.257 4.875
H -1.569 -0.974 1.320
H -2.794 -1.004 0.001
H -3.286 -1.607 1.714
H -0.934 -4.020 -0.726
H -3.080 -4.863 0.621
H -2.852 -4.038 2.210
H -0.657 -5.509 0.770
H 1.412 -3.739 1.867
H 0.263 -2.651 2.583
H 0.052 -6.025 4.015
H -1.069 -3.715 4.965
O -0.079 3.502 -2.675
P 0.958 3.241 -1.586
O 0.129 2.096 -0.706
C -0.414 0.948 -1.342
C 0.564 -0.212 -1.315
O 0.649 4.564 -0.650
C 0.085 5.743 -1.222
C -1.417 5.769 -1.003
O 2.316 3.014 -0.579
C 3.329 2.088 -0.950
C 3.677 2.131 -2.424
H -0.720 1.161 -2.368
H -1.312 0.672 -0.783
H 1.415 -0.013 -1.971
H 0.085 -1.130 -1.658
H 0.951 -0.372 -0.305
H 0.336 5.825 -2.281
H 0.539 6.601 -0.721
H -1.893 4.846 -1.338
H -1.872 6.610 -1.530
H -1.639 5.866 0.062
H 3.033 1.083 -0.641
H 4.218 2.345 -0.368
H 2.817 1.852 -3.045
H 4.491 1.439 -2.644
H 3.980 3.138 -2.719
*
```

Output
Frontier orbital gap ... 5.00 eV
Energy above the lowest of the compared OMol25 structures with the same formula, charge and spin ... 31.8 kcal per mole
Lowest unoccupied orbital energy ... -6.622 eV
HOMO level ... -11.6 eV

=====

What are the E_tot values for these records? In order: -104637.4455, -18789.8807, -17563.4320, -79513.0523, -77338.4621, -11910.1174, -23993.3493, -37847.2570, -36266.6385 eV.